[1]
{"formula": "C3H3BiLiO3", "method": "ωB97M-V/def2-TZVPD", "symbols": ["H", "C", "C", "O", "C", "O", "O", "Bi", "H", "H", "Li"], "positions_angstrom": [[-1.9948, 0.7572, -1.6819], [-1.0417, 0.4399, 0.0542], [-0.6645, -0.9860, 0.2005], [0.7711, -0.9843, 0.0428], [1.1724, 0.2321, -0.0188], [0.1066, 1.0991, 0.0300], [2.3069, 0.6507, -0.0394], [4.2535, 0.2837, -0.0249], [-1.1243, -1.5968, -0.5919], [-0.9217, -1.4225, 1.1778], [-2.8635, 1.5268, 0.8517]], "forces_ev_per_angstrom": [[0.4, 0.1, 1.7], [2.5, -0.7, -2.6], [-0.4, 0.1, -0.3], [0.1, 0.3, 0.2], [-1.0, -1.0, 1.0], [-1.9, 0.7, -0.7], [-3.0, 0.8, -0.2], [5.2, -0.6, 0.0], [-0.1, -0.3, 0.0], [-0.2, -0.3, 0.2], [-1.5, 0.9, 0.7]], "relative_energy_kj_mol": 225.94, "energy_ha": -561.7970, "spin_multiplicity": 2, "lumo_energy_ev": [-21.802, -21.343], "charge": 4}

---

[2]
{"formula": "C62H53IrN2O3S2", "method": "ωB97M-V/def2-TZVPD", "symbols": ["Ir", "O", "C", "C", "C", "C", "C", "C", "C", "C", "C", "O", "C", "C", "C", "C", "C", "C", "C", "C", "C", "C", "C", "C", "N", "C", "C", "C", "C", "C", "C", "C", "C", "C", "C", "C", "C", "H", "H", "H", "H", "H", "H", "H", "H", "H", "H", "H", "H", "H", "H", "H", "H", "H", "H", "H", "H", "H", "H", "H", "H", "H", "H", "H", "C", "C", "C", "C", "C", "C", "C", "C", "S", "C", "N", "C", "C", "C", "C", "C", "C", "C", "C", "H", "H", "H", "H", "H", "H", "H", "H", "H", "H", "H", "H", "H", "H", "H", "H", "O", "S", "C", "C", "C", "C", "C", "C", "C", "C", "C", "C", "C", "C", "H", "H", "H", "H", "H", "H", "H", "H", "H", "H"], "positions_angstrom": [[0.5061, 0.1303, -0.0390], [1.6758, -1.2640, -1.0089], [1.3754, -2.5931, -0.8113], [-0.0180, -2.8726, -1.3803], [-1.2637, -2.2009, -0.8519], [-2.4128, -2.9730, -1.0087], [-3.6580, -2.4220, -0.8329], [-3.7067, -1.0791, -0.5204], [-2.5446, -0.3433, -0.3246], [-2.8001, 1.1160, 0.0068], [-2.3892, 2.1854, -1.0478], [-0.9752, 2.4290, -0.9055], [-3.1875, 3.4690, -0.8372], [-3.5020, 4.2904, -1.9158], [-4.1488, 5.5015, -1.7237], [-4.4878, 5.9148, -0.4445], [-4.1750, 5.1075, 0.6385], [-3.5328, 3.8943, 0.4420], [-2.6068, 1.5773, -2.4263], [-1.5304, 1.1510, -3.1926], [-1.7500, 0.5094, -4.4055], [-3.0400, 0.2804, -4.8569], [-4.1191, 0.6981, -4.0878], [-3.9025, 1.3405, -2.8804], [-1.3104, -0.9088, -0.4414], [1.4785, -3.0846, 0.6463], [1.0654, -4.3691, 0.9903], [1.2695, -4.8674, 2.2688], [1.8937, -4.0843, 3.2306], [2.3141, -2.8068, 2.8980], [2.1172, -2.3170, 1.6138], [2.4254, -3.3978, -1.6226], [3.7026, -3.5669, -1.0846], [4.6979, -4.2320, -1.7804], [4.4401, -4.7590, -3.0388], [3.1782, -4.6034, -3.5861], [2.1845, -3.9287, -2.8857], [-0.2200, -3.9449, -1.3807], [0.0216, -2.5632, -2.4294], [-2.2989, -4.0078, -1.2985], [-4.5595, -3.0048, -0.9655], [-4.6570, -0.5752, -0.4250], [-2.3773, 1.3774, 0.9718], [-3.8823, 1.1973, 0.1035], [-3.2330, 3.9827, -2.9177], [-4.3840, 6.1246, -2.5771], [-4.9914, 6.8606, -0.2919], [-4.4275, 5.4219, 1.6429], [-3.2867, 3.2902, 1.3068], [-0.5225, 1.3054, -2.8269], [-0.9009, 0.1849, -4.9944], [-3.2080, -0.2202, -5.8018], [-5.1312, 0.5274, -4.4322], [-4.7499, 1.6722, -2.2906], [0.6074, -5.0102, 0.2441], [0.9492, -5.8739, 2.5104], [2.0545, -4.4705, 4.2296], [2.8093, -2.1870, 3.6359], [2.4722, -1.3359, 1.3446], [3.9193, -3.1730, -0.0997], [5.6769, -4.3493, -1.3319], [5.2133, -5.2870, -3.5822], [2.9567, -5.0072, -4.5664], [1.2172, -3.8298, -3.3583], [-2.2211, -3.4653, 2.5675], [-2.2771, -2.7963, 3.9407], [-3.7541, -2.6316, 4.3351], [-1.5849, -3.7073, 4.9627], [-1.6349, -1.4095, 3.9179], [-1.6096, -0.6481, 5.1029], [-1.1730, 0.6576, 5.1255], [-0.7715, 1.2347, 3.9234], [-0.3842, 2.8827, 3.5937], [-0.2465, 2.5015, 1.8915], [-0.3862, 1.2274, 1.6118], [-0.7413, 0.4930, 2.7479], [-1.1489, -0.8437, 2.7550], [-0.1303, 3.6461, 0.9677], [0.3648, 4.8606, 1.4556], [0.5126, 5.9639, 0.6417], [0.1814, 5.8748, -0.7052], [-0.3173, 4.6892, -1.2076], [-0.5035, 3.5919, -0.3758], [-2.6912, -4.4496, 2.6224], [-1.1925, -3.6012, 2.2287], [-2.7581, -2.8804, 1.8163], [-4.2658, -3.5943, 4.2701], [-4.2579, -1.9285, 3.6685], [-3.8610, -2.2637, 5.3565], [-2.1513, -4.6345, 5.0755], [-1.5156, -3.2391, 5.9447], [-0.5762, -3.9573, 4.6346], [-1.9667, -1.0878, 6.0250], [-1.1858, 1.2333, 6.0415], [-1.0985, -1.4059, 1.8358], [0.6780, 4.9358, 2.4884], [0.9049, 6.8850, 1.0514], [0.3164, 6.7259, -1.3602], [-0.5739, 4.5814, -2.2526], [2.5157, 2.4740, 0.9875], [2.4046, 1.3479, 0.0380], [4.0276, 0.5362, 0.1446], [4.4280, -0.4518, -0.7449], [5.7123, -0.9626, -0.6502], [6.5846, -0.4990, 0.3245], [6.1709, 0.4842, 1.2122], [4.8886, 1.0083, 1.1243], [2.5882, 2.0355, -1.6152], [2.9923, 3.3531, -1.7270], [3.1282, 3.9096, -2.9924], [2.8708, 3.1440, -4.1196], [2.4705, 1.8189, -3.9880], [2.3192, 1.2537, -2.7318], [3.7361, -0.8190, -1.4912], [6.0283, -1.7315, -1.3450], [7.5863, -0.9038, 0.3908], [6.8464, 0.8497, 1.9748], [4.5493, 1.7814, 1.7983], [3.1798, 3.9268, -0.8283], [3.4363, 4.9424, -3.0951], [2.9784, 3.5799, -5.1048], [2.2684, 1.2241, -4.8701], [1.9794, 0.2315, -2.6029]], "forces_ev_per_angstrom": [[0.8, -0.2, 1.0], [-0.2, 0.5, -0.1], [-0.2, -0.2, -0.1], [0.0, 0.0, 0.0], [0.1, -0.1, 0.0], [0.0, 0.0, 0.0], [0.1, 0.1, 0.0], [0.0, -0.1, 0.0], [-0.1, 0.1, 0.1], [0.0, 0.0, 0.0], [0.0, -0.2, 0.1], [-0.2, 0.1, -0.3], [0.0, 0.0, -0.1], [0.0, 0.0, 0.0], [0.0, 0.0, 0.0], [0.0, 0.0, 0.0], [0.0, 0.0, 0.0], [0.0, 0.0, 0.1], [0.0, 0.0, 0.0], [0.1, 0.0, 0.0], [0.0, 0.0, 0.0], [0.0, 0.0, 0.0], [0.0, 0.0, 0.0], [0.0, 0.0, 0.0], [-0.1, 0.0, -0.3], [0.1, 0.1, -0.1], [0.0, 0.0, 0.0], [0.0, 0.0, 0.0], [-0.1, -0.1, 0.0], [0.0, 0.1, 0.0], [-0.1, 0.0, 0.0], [0.0, -0.1, 0.1], [-0.1, 0.0, 0.1], [0.0, 0.0, 0.0], [0.0, 0.0, 0.0], [0.0, 0.0, 0.0], [0.0, 0.0, 0.0], [0.0, 0.0, -0.1], [0.0, 0.1, 0.0], [0.0, 0.0, 0.0], [0.0, 0.0, 0.0], [0.0, 0.0, 0.0], [-0.1, 0.0, -0.2], [0.0, 0.0, 0.0], [0.0, 0.0, 0.0], [0.0, 0.0, 0.0], [0.0, 0.0, 0.0], [0.0, 0.0, 0.0], [0.0, 0.0, 0.0], [0.0, 0.0, 0.0], [0.0, 0.0, 0.0], [0.0, 0.0, 0.0], [0.0, 0.0, 0.0], [0.0, 0.0, 0.0], [0.0, 0.0, 0.0], [0.0, 0.0, 0.0], [0.0, 0.0, 0.0], [0.0, 0.0, 0.0], [0.0, 0.1, 0.0], [0.0, 0.0, 0.0], [0.0, 0.0, 0.0], [0.0, 0.0, 0.0], [0.0, 0.0, 0.0], [0.0, 0.0, 0.0], [0.0, 0.0, 0.0], [0.0, 0.0, 0.0], [0.0, 0.0, 0.0], [0.0, 0.0, 0.0], [0.0, 0.0, 0.1], [0.0, 0.0, 0.0], [0.0, 0.0, 0.0], [-0.1, 0.0, 0.0], [-0.1, 0.0, -0.1], [-0.3, 0.0, 0.0], [0.7, 0.4, -0.6], [0.1, -0.1, 0.1], [0.0, -0.1, 0.0], [0.3, -0.1, 0.1], [0.1, 0.0, 0.0], [0.0, 0.0, 0.0], [0.0, 0.0, 0.0], [0.0, 0.0, 0.0], [0.1, -0.1, 0.1], [0.0, 0.0, 0.0], [0.0, 0.0, 0.0], [0.0, 0.0, 0.0], [0.0, 0.0, 0.0], [0.0, 0.0, 0.0], [0.0, 0.0, 0.0], [0.0, 0.0, 0.0], [0.0, 0.0, 0.0], [0.0, 0.0, 0.0], [0.0, 0.0, 0.0], [0.0, 0.0, 0.0], [0.0, 0.0, 0.1], [0.0, 0.0, 0.0], [0.0, 0.0, 0.0], [0.0, 0.0, 0.0], [0.0, 0.0, 0.0], [0.0, 0.1, 0.1], [-0.7, -0.4, 0.0], [-0.1, 0.0, -0.1], [-0.1, 0.1, -0.2], [0.1, 0.0, 0.0], [0.0, 0.0, 0.0], [0.0, 0.0, 0.0], [-0.1, 0.0, 0.0], [0.1, 0.0, 0.1], [0.0, 0.0, 0.0], [0.0, 0.0, 0.0], [0.0, 0.0, 0.0], [0.0, 0.0, 0.0], [-0.1, 0.0, 0.0], [0.1, 0.0, 0.1], [0.0, 0.0, 0.0], [0.0, 0.0, 0.0], [0.0, 0.0, 0.0], [0.0, 0.0, 0.0], [0.0, 0.0, 0.0], [0.0, 0.0, 0.0], [0.0, 0.0, 0.0], [0.0, 0.0, 0.0], [0.0, 0.0, 0.0]], "energy_ha": -3630.3672, "lumo_energy_ev": [0.107, 0.107]}

---

[3]
{"formula": "C51H74F6N4O5PS3SbSi4Ti", "method": "ωB97M-V/def2-TZVPD", "symbols": ["Ti", "N", "P", "C", "C", "C", "C", "C", "C", "C", "C", "C", "C", "C", "C", "C", "C", "C", "C", "C", "N", "H", "H", "H", "H", "H", "H", "H", "H", "H", "H", "H", "H", "H", "H", "H", "C", "Si", "C", "N", "C", "C", "C", "C", "C", "C", "C", "C", "C", "C", "C", "C", "C", "C", "C", "C", "C", "H", "H", "H", "H", "H", "H", "H", "H", "H", "H", "H", "H", "H", "H", "H", "H", "H", "H", "H", "H", "H", "H", "H", "H", "F", "C", "F", "F", "S", "O", "O", "N", "S", "O", "O", "C", "F", "F", "F", "C", "Si", "C", "C", "Sb", "Si", "C", "C", "C", "Si", "C", "C", "C", "H", "H", "H", "H", "H", "H", "H", "H", "H", "H", "H", "H", "H", "H", "H", "H", "H", "H", "H", "H", "H", "H", "H", "H", "H", "H", "H", "O", "S", "C", "C", "C", "C", "H", "H", "H", "H", "H", "H", "H", "H"], "positions_angstrom": [[-0.2469, 0.8869, -1.4805], [-1.1258, 2.9454, 3.1633], [-1.7285, 1.3624, 2.8368], [-1.8010, 0.7142, 4.5579], [-2.3697, 1.4259, 5.6154], [-2.3599, 0.9120, 6.8998], [-1.7890, -0.3332, 7.1451], [-1.2433, -1.0590, 6.1014], [-1.2560, -0.5370, 4.8118], [-3.4976, 1.8168, 2.6753], [-4.4739, 0.8582, 2.9437], [-5.8163, 1.1653, 2.8122], [-6.2058, 2.4320, 2.3943], [-5.2437, 3.3851, 2.1061], [-3.8955, 3.0783, 2.2447], [-0.0399, 3.5778, 2.6035], [0.2028, 4.9269, 2.9232], [1.2925, 5.5572, 2.3705], [2.1246, 4.8457, 1.5091], [1.7940, 3.5314, 1.2516], [0.7434, 2.8942, 1.7730], [-1.6449, 3.5199, 3.8106], [-2.8431, 2.3846, 5.4312], [-2.8026, 1.4750, 7.7117], [-1.7820, -0.7360, 8.1499], [-0.8104, -2.0343, 6.2869], [-0.8384, -1.1045, 3.9890], [-4.1816, -0.1359, 3.2607], [-6.5623, 0.4104, 3.0249], [-7.2565, 2.6685, 2.2841], [-5.5384, 4.3713, 1.7694], [-3.1498, 3.8291, 2.0162], [-0.4656, 5.4508, 3.5952], [1.4974, 6.5933, 2.6086], [3.0017, 5.2894, 1.0595], [2.4190, 2.9389, 0.5932], [1.5204, 0.3444, -0.4867], [2.9867, 0.8775, -1.4720], [2.4352, 2.1303, -2.8083], [1.0070, 2.5571, -2.7551], [0.8638, 3.7984, -1.9235], [0.1986, 4.9439, -2.6726], [0.9503, 5.2361, -3.9678], [1.0803, 3.9624, -4.8322], [0.4774, 2.7546, -4.1237], [3.8217, -0.5585, -2.3642], [3.5042, -0.9515, -3.6652], [4.1098, -2.0522, -4.2571], [5.0467, -2.7930, -3.5518], [5.3841, -2.4162, -2.2593], [4.7820, -1.3092, -1.6797], [4.3268, 1.6402, -0.3926], [5.3020, 2.4923, -0.9176], [6.3032, 3.0229, -0.1154], [6.3516, 2.7017, 1.2343], [5.3994, 1.8486, 1.7737], [4.3998, 1.3260, 0.9659], [1.4272, 0.8340, 0.4946], [1.4830, -0.7336, -0.3151], [2.6149, 1.6603, -3.7775], [3.0858, 3.0133, -2.7933], [1.8589, 4.1236, -1.6085], [0.3094, 3.5849, -1.0061], [0.1963, 5.8201, -2.0211], [-0.8469, 4.7101, -2.8787], [1.9431, 5.6172, -3.7137], [0.4483, 6.0294, -4.5229], [2.1288, 3.7666, -5.0660], [0.5716, 4.0872, -5.7900], [0.6661, 1.8343, -4.6753], [-0.6056, 2.8578, -4.0567], [2.7700, -0.3884, -4.2297], [3.8582, -2.3316, -5.2742], [5.5173, -3.6540, -4.0092], [6.1224, -2.9818, -1.7046], [5.0730, -1.0167, -0.6763], [5.2891, 2.7461, -1.9729], [7.0460, 3.6854, -0.5420], [7.1286, 3.1166, 1.8638], [5.4299, 1.5964, 2.8264], [3.6456, 0.6796, 1.4038], [-4.8488, 3.7310, -1.2909], [-3.5386, 3.7841, -1.4356], [-3.2689, 4.3061, -2.6355], [-3.0247, 4.5867, -0.5105], [-2.7531, 2.0883, -1.3433], [-1.5861, 2.3123, -0.4528], [-2.2372, 1.8101, -2.6862], [-3.8863, 1.2518, -0.7995], [-4.0014, -0.3966, -0.9670], [-1.2544, -0.3330, -1.1227], [-3.8899, -1.0494, 0.3324], [-5.8381, -0.2974, -1.2813], [-6.0442, 0.3292, -2.4507], [-6.5408, 0.3101, -0.3412], [-6.2954, -1.5525, -1.4046], [-2.5775, -3.6982, 4.0019], [-2.0507, -4.3478, 2.3226], [-3.5835, -4.4389, 1.2437], [-1.3991, -6.0931, 2.5794], [-0.5636, -2.5830, 1.1831], [0.3645, -4.2201, -0.5686], [-1.0809, -4.7393, -1.6703], [1.1591, -5.8034, 0.0648], [1.6774, -3.4280, -1.6658], [1.5790, -2.6298, 2.6309], [1.8614, -0.9035, 3.3579], [3.1120, -2.9248, 1.5723], [1.5652, -3.8954, 4.0168], [-3.3840, -4.3215, 4.3991], [-2.9375, -2.6703, 3.9428], [-1.7560, -3.7275, 4.7206], [-4.3292, -5.0928, 1.7066], [-3.3668, -4.8341, 0.2501], [-4.0169, -3.4440, 1.1236], [-2.0763, -6.6034, 3.2718], [-0.3984, -6.1167, 3.0111], [-1.3896, -6.6638, 1.6512], [-1.6801, -5.5136, -1.1869], [-0.7044, -5.1578, -2.6097], [-1.7414, -3.9001, -1.8958], [0.4260, -6.4839, 0.4940], [1.9286, -5.6210, 0.8149], [1.6332, -6.3126, -0.7811], [1.5375, -2.3632, -1.8348], [1.6752, -3.9358, -2.6370], [2.6758, -3.5553, -1.2452], [1.3447, -0.1251, 2.7914], [2.9330, -0.6842, 3.3363], [1.5379, -0.8261, 4.3974], [3.1630, -2.1857, 0.7694], [3.1826, -3.9188, 1.1319], [3.9920, -2.7802, 2.2086], [0.6799, -3.7852, 4.6472], [2.4489, -3.7628, 4.6476], [1.5725, -4.9145, 3.6262], [0.2538, -0.1334, -3.2330], [-0.4563, -1.5041, -3.3840], [-2.0560, -1.1012, -4.1534], [-1.9542, -1.3608, -5.6593], [-0.4743, -1.3013, -6.0308], [0.2209, -2.1020, -4.9404], [-2.1988, -0.0510, -3.9023], [-2.8289, -1.6754, -3.6456], [-2.5544, -0.6410, -6.2150], [-2.3415, -2.3553, -5.8911], [-0.1094, -0.2721, -6.0234], [-0.2829, -1.7208, -7.0185], [1.3038, -2.0150, -4.8777], [-0.0468, -3.1615, -4.9888]], "forces_ev_per_angstrom": [[0.1, -0.4, -0.2], [0.0, 0.0, 0.0], [0.1, 0.1, -0.1], [0.0, -0.1, 0.0], [0.0, 0.0, 0.0], [0.0, 0.0, 0.0], [0.0, 0.0, 0.0], [0.0, 0.0, 0.0], [0.0, 0.0, 0.0], [0.0, 0.0, 0.0], [0.0, 0.0, 0.0], [0.0, 0.0, 0.0], [0.0, 0.0, 0.0], [0.0, 0.0, 0.0], [0.0, 0.0, 0.0], [0.0, 0.0, -0.1], [0.0, 0.0, 0.0], [0.0, 0.0, 0.0], [0.0, 0.0, 0.0], [0.0, 0.0, 0.0], [0.0, 0.0, 0.0], [0.0, 0.0, 0.0], [0.0, 0.0, 0.0], [0.0, 0.0, 0.0], [0.0, 0.0, 0.0], [0.0, 0.0, 0.0], [0.0, 0.0, 0.0], [0.0, 0.0, 0.0], [0.0, 0.0, 0.0], [0.0, 0.0, 0.0], [0.0, 0.0, 0.0], [0.0, 0.0, 0.0], [0.0, 0.0, 0.0], [0.0, 0.0, 0.0], [0.0, 0.0, 0.0], [0.0, 0.1, 0.0], [-0.1, 0.2, 0.0], [0.0, 0.0, 0.1], [0.1, 0.0, -0.1], [-0.1, 0.0, 0.2], [0.0, 0.0, 0.0], [0.0, 0.0, 0.0], [0.0, 0.0, 0.0], [0.0, 0.0, 0.0], [0.0, 0.1, 0.0], [0.0, 0.0, 0.0], [0.0, 0.0, 0.0], [0.0, 0.0, 0.0], [0.0, 0.0, 0.0], [0.0, 0.0, 0.0], [0.0, 0.0, 0.0], [0.1, 0.0, 0.0], [0.0, 0.0, 0.0], [0.0, 0.0, 0.0], [0.0, 0.0, 0.0], [0.0, 0.0, 0.0], [0.0, 0.0, 0.0], [0.0, 0.1, -0.1], [0.0, 0.0, 0.0], [-0.1, 0.0, 0.0], [0.0, 0.0, 0.0], [0.0, 0.0, 0.0], [0.0, 0.0, 0.0], [0.0, 0.0, 0.0], [0.0, 0.0, 0.0], [0.0, 0.0, 0.0], [0.0, 0.0, 0.0], [0.0, 0.0, 0.0], [0.0, 0.0, 0.0], [0.0, 0.0, 0.0], [0.0, 0.0, 0.0], [0.0, 0.0, 0.0], [0.0, 0.0, 0.0], [0.0, 0.0, 0.0], [0.0, 0.0, 0.0], [0.0, 0.0, 0.0], [0.0, 0.0, 0.0], [0.0, 0.0, 0.0], [0.0, 0.0, 0.0], [0.0, 0.0, 0.0], [0.0, 0.0, 0.0], [0.0, 0.0, 0.0], [0.0, 0.0, -0.1], [0.0, 0.0, 0.0], [0.0, 0.0, 0.1], [-0.2, 0.0, 0.2], [0.3, -0.1, -0.3], [0.1, 0.1, -0.1], [-0.2, 0.1, 0.1], [0.1, -0.1, -0.1], [0.0, -0.1, 0.0], [-0.1, 0.0, 0.1], [0.0, 0.0, -0.1], [0.0, 0.0, 0.0], [0.0, 0.1, 0.1], [0.0, 0.0, 0.0], [0.0, 0.0, 0.0], [-0.1, 0.1, -0.1], [0.0, 0.0, 0.1], [0.0, 0.0, 0.1], [0.2, -0.2, 0.1], [0.0, 0.0, 0.0], [0.1, 0.0, 0.0], [0.0, -0.1, -0.1], [0.0, 0.0, 0.0], [0.1, 0.1, -0.1], [0.0, -0.1, 0.0], [0.0, 0.0, 0.1], [0.0, 0.0, 0.0], [0.0, 0.0, 0.0], [0.0, 0.0, 0.0], [0.0, 0.0, 0.0], [0.0, 0.0, 0.0], [0.0, 0.0, 0.0], [0.0, 0.0, 0.0], [0.0, 0.0, 0.0], [0.0, 0.0, 0.0], [0.0, 0.0, 0.0], [0.0, 0.0, 0.0], [0.0, 0.0, 0.0], [0.0, 0.0, 0.0], [0.0, 0.0, 0.0], [0.0, 0.0, 0.0], [0.0, 0.0, 0.0], [0.0, 0.1, 0.0], [0.0, 0.0, 0.0], [0.0, 0.0, 0.0], [0.0, 0.0, 0.0], [0.0, 0.0, 0.0], [0.0, 0.0, 0.0], [0.0, 0.0, -0.1], [0.0, 0.0, 0.0], [0.0, 0.0, 0.0], [0.0, 0.0, 0.0], [0.0, 0.0, 0.0], [0.0, 0.0, 0.0], [-0.1, 0.2, 0.1], [-0.1, 0.0, 0.0], [0.0, 0.0, 0.0], [0.0, 0.0, 0.0], [0.0, 0.0, 0.0], [0.0, 0.0, 0.0], [0.0, 0.0, 0.0], [0.0, 0.0, 0.0], [0.0, 0.0, 0.0], [0.0, 0.0, 0.0], [0.0, 0.0, 0.0], [0.0, 0.0, 0.0], [0.0, 0.0, 0.0], [0.0, 0.0, 0.0]], "relative_energy_kj_mol": 0.00, "energy_ha": -6966.0022, "lumo_energy_ev": 0.191}